1.
{"formula": "C4H7NS", "method": "ωB97M-V with the def2-TZVPD basis set", "symbols": ["C", "N", "S", "H", "H", "H", "C", "C", "C", "H", "H", "H", "H"], "xyz": [[1.81, 1.02, 0.43], [2.48, 0.19, -0.24], [4.07, 0.37, -0.78], [0.65, 0.78, 0.62], [2.07, 1.96, 0.79], [2.04, -0.74, -0.39], [-1.44, 0.75, -1.14], [-1.56, -0.14, -0.34], [-2.12, -1.15, 0.62], [-0.97, 1.15, -1.94], [-2.47, -1.91, -0.04], [-3.08, -0.82, 0.98], [-1.48, -1.46, 1.44]], "e_tot_ev": -16582.53945, "charge": 0, "homo_ev": [-7.91, -7.91], "e_lumo_ev": [0.25, 0.25], "smiles": "C=[NH+][S-].C#CC"}

2.
{"formula": "C4H7NS", "method": "ωB97M-V with the def2-TZVPD basis set", "symbols": ["C", "N", "S", "H", "H", "H", "C", "C", "C", "H", "H", "H", "H"], "xyz": [[-2.58, 0.69, 0.49], [-1.34, 0.50, 0.20], [-0.19, 1.63, 0.47], [-2.77, 1.63, 0.89], [-3.34, -0.09, 0.09], [-0.99, -0.35, -0.20], [1.66, -1.31, -1.06], [1.26, -1.52, 0.18], [0.87, -1.84, 1.36], [1.92, -2.23, -1.75], [1.65, -0.31, -1.44], [1.53, -1.86, 2.20], [-0.15, -1.76, 1.64]], "e_tot_ev": -16582.85409, "charge": 0, "homo_ev": -7.97, "e_lumo_ev": 0.07, "smiles": "C=[NH+][S-].C=C=C"}